(1)
The following is a quantum chemistry calculation of a molecular structure, C25H44O2P2Pb in a non-equilibrium geometry, from the OMol25 dataset.

Summary:
Total charge: +2
Kohn-Sham gap (spin up / spin down), eV: 3.72 / 3.30
DFT total energy, Ha: -2004.17164
Spin multiplicity: 1
Molar mass, g mol⁻¹: 645.8

Each line ends with the Mulliken charge.
Atoms and positions in Å:
Pb 0.880 -0.692 -4.141  0.99
C -0.631 -2.560 1.398  0.70
C 0.735 -2.724 1.018  0.24
C 0.603 -1.049 2.602  0.59
C -0.711 -1.549 2.404  0.38
C 1.493 -1.764 1.741  0.60
C -1.782 -3.323 0.875  -1.73
H -1.535 -3.824 -0.068  0.36
H -2.648 -2.670 0.698  0.39
H -2.117 -4.104 1.576  0.28
C -1.938 -1.050 3.082  -1.23
H -2.829 -1.559 2.683  0.39
H -2.038 0.034 2.880  0.23
H -1.916 -1.182 4.182  0.33
C 0.960 0.038 3.539  -1.37
H 0.754 -0.220 4.592  0.31
H 0.373 0.942 3.310  0.23
H 2.020 0.303 3.452  0.39
C 2.955 -1.542 1.637  -1.52
H 3.518 -2.115 2.394  0.29
H 3.203 -0.481 1.789  0.33
H 3.328 -1.859 0.653  0.33
C 1.268 -3.674 0.010  -1.45
H 1.683 -4.545 0.541  0.32
H 2.088 -3.236 -0.586  0.29
H 0.477 -4.046 -0.657  0.34
C -1.639 1.300 -6.527  -0.44
C -2.030 0.022 -6.410  -0.52
C -1.344 -1.165 -7.013  -0.98
C 0.237 -1.094 -7.102  -1.05
C 1.168 -0.343 -6.150  -0.30
C 1.128 1.077 -5.787  -0.42
C 0.786 2.030 -6.883  -0.94
C -0.615 1.826 -7.494  -0.67
H -1.640 -1.264 -8.077  0.40
H 0.567 -0.600 -8.040  0.42
H -1.705 -2.127 -6.550  0.29
H -0.554 1.236 -8.440  0.32
H -2.213 2.110 -6.038  0.65
H -3.000 -0.220 -5.905  1.01
H -1.009 2.837 -7.756  0.41
H 0.915 3.108 -6.624  0.26
H 1.780 1.623 -5.095  0.43
H 1.542 1.781 -7.661  0.40
H 0.570 -2.137 -6.919  0.46
H 2.093 -0.947 -5.917  0.55
P -2.046 1.145 -2.606  1.33
P 1.604 2.003 -2.058  0.58
C -1.012 2.371 -3.595  0.85
C 0.198 2.998 -2.955  -1.73
H -1.784 3.126 -3.850  0.75
H -0.759 1.961 -4.587  -1.27
H 0.714 3.576 -3.734  0.57
H -0.180 3.681 -2.180  0.58
C 2.315 3.195 -0.878  -1.31
H 3.047 2.619 -0.296  0.40
H 1.557 3.584 -0.191  0.41
H 2.828 4.010 -1.408  0.42
C 3.124 1.949 -3.161  -1.25
H 3.130 2.876 -3.763  0.43
H 3.154 1.067 -3.829  0.28
H 4.065 1.875 -2.586  0.48
C -3.779 1.392 -2.924  -1.47
H -4.238 0.458 -2.617  0.52
H -3.947 1.497 -3.989  0.38
H -4.235 2.193 -2.383  0.42
C -2.056 -0.584 -3.434  -0.84
H -1.696 -1.434 -2.825  0.69
H -1.506 -0.499 -4.408  -0.77
H -3.035 -0.864 -3.880  0.52
O -2.035 1.528 -1.021  -0.41
C -0.984 1.321 -0.186  -0.02
O -0.168 0.434 -0.371  -0.16
H -0.902 2.029 0.699  0.32

Cartesian forces (eV/Å) of the 2 atoms listed first:
Pb -0.9647 -0.9384 5.4308
C 1.8253 -0.6477 -0.7965

(2)
The following is a quantum chemistry calculation of a molecular structure, C25H45AlF3P2 in a non-equilibrium geometry, from the OMol25 dataset.

Summary:
Total charge: +1
Kohn-Sham gap, eV: 7.00
DFT total energy, Ha: -2204.08962
Spin multiplicity: 1
Molar mass, g mol⁻¹: 491.6

Each line ends with the Mulliken charge.
Atoms and positions in Å:
Al -0.023 -0.185 0.419  -1.50
C 1.405 -0.462 -1.936  -0.03
C 1.418 0.948 -2.039  1.10
C 2.045 0.418 0.137  1.82
C 1.789 -0.851 -0.598  1.42
C 1.865 1.490 -0.813  0.08
C 1.287 -1.406 -3.065  -1.86
H 0.507 -1.105 -3.781  0.32
H 1.061 -2.416 -2.699  0.25
H 2.242 -1.447 -3.614  0.38
C 2.562 -2.112 -0.324  -1.71
H 2.181 -2.967 -0.896  0.41
H 2.535 -2.393 0.734  0.31
H 3.617 -1.965 -0.611  0.37
C 3.055 0.529 1.237  -2.00
H 4.056 0.682 0.802  0.41
H 3.094 -0.363 1.864  0.42
H 2.846 1.386 1.889  0.36
C 2.316 2.879 -0.587  -1.56
H 3.257 3.071 -1.130  0.37
H 2.500 3.067 0.480  0.39
H 1.567 3.598 -0.948  0.30
C 1.209 1.694 -3.303  -1.32
H 2.097 1.639 -3.953  0.41
H 1.006 2.752 -3.106  0.56
H 0.360 1.278 -3.862  0.17
C -2.772 1.103 -1.201  0.66
C -2.027 1.024 -2.312  1.11
C -2.253 1.958 -3.471  -1.75
C -1.649 3.389 -3.341  -1.88
C -1.055 3.724 -1.996  -0.71
C -1.835 3.809 -0.912  -0.08
C -3.326 3.629 -1.001  -1.14
C -3.837 2.163 -1.072  -2.10
H -3.336 2.077 -3.660  0.43
H -2.449 4.105 -3.600  0.62
H -1.829 1.499 -4.380  0.51
H -4.523 2.111 -1.937  0.57
H -2.746 0.354 -0.405  0.04
H -1.296 0.227 -2.481  0.30
H -4.445 1.960 -0.176  0.48
H -3.784 4.104 -0.119  0.46
H -1.469 4.188 0.046  0.97
H -3.721 4.164 -1.882  0.36
H -0.875 3.505 -4.115  0.33
H -0.014 4.062 -1.997  1.10
P -1.434 -2.298 -0.215  1.16
C -0.649 -3.946 -0.361  -1.22
H -1.418 -4.715 -0.520  0.54
H -0.095 -4.179 0.552  0.31
H 0.050 -3.954 -1.207  0.30
C -2.849 -2.642 0.894  -1.28
H -3.301 -3.614 0.660  0.49
H -3.603 -1.852 0.799  0.34
H -2.497 -2.655 1.930  0.32
C -2.212 -2.212 -1.863  -1.14
H -2.823 -1.308 -1.948  0.24
H -2.827 -3.100 -2.047  0.61
H -1.417 -2.155 -2.618  0.23
P -0.769 1.445 2.196  1.70
C 0.003 3.074 1.940  -0.84
H -0.482 3.841 2.557  0.58
H -0.058 3.352 0.886  -0.40
H 1.068 3.023 2.213  0.32
C -2.590 1.580 2.162  -0.99
H -2.950 2.196 1.327  -0.15
H -2.953 1.983 3.112  0.69
H -3.011 0.569 2.039  0.22
C -0.457 1.241 3.982  -1.47
H -0.906 2.089 4.517  0.54
H 0.622 1.228 4.168  0.37
H -0.896 0.308 4.351  0.37
F 0.705 -2.682 1.961  -0.21
C 0.261 -1.377 2.119  -0.37
F -0.893 -1.514 2.912  -0.21
F 1.208 -0.852 2.995  -0.21

Cartesian forces (eV/Å) of the 2 atoms listed first:
Al 1.4809 -1.4549 1.0400
C 0.3665 0.4767 1.4132

(3)
The following is a quantum chemistry calculation of a molecular structure, C25H45BrClPSn in a non-equilibrium geometry, from the OMol25 dataset.

Summary:
Kohn-Sham gap (spin up / spin down), eV: 6.65 / 4.74
DFT total energy, Ha: -4569.31590
Spin multiplicity: 1
Molar mass, g mol⁻¹: 610.7

Each line ends with the Mulliken charge.
Atoms and positions in Å:
Sn 0.174 1.175 2.271  0.28
P -2.393 -0.469 -0.404  0.50
Cl -0.062 -1.080 3.210  -0.43
C -0.549 -0.862 -1.164  -0.81
H -0.251 0.196 -0.932  -0.18
H -0.147 -1.430 -0.296  0.77
C -3.023 1.308 -0.145  0.38
C -2.974 -1.373 1.151  1.29
C -4.491 1.533 -0.563  -0.73
H -2.956 1.488 0.949  0.71
C -4.959 2.953 -0.193  -0.95
H -4.585 1.414 -1.656  0.27
H -5.173 0.803 -0.099  0.24
C -4.052 4.044 -0.777  -0.72
H -5.989 3.101 -0.544  0.38
H -4.985 3.049 0.901  0.39
C -2.562 3.774 -0.533  -1.02
H -4.234 4.119 -1.859  0.32
H -4.325 5.015 -0.346  0.38
C -2.129 2.335 -0.863  -0.31
H -1.965 4.469 -1.132  0.46
H -2.330 3.983 0.521  0.37
H -2.221 2.175 -1.951  0.21
H -1.071 2.187 -0.599  0.10
C -3.091 -1.193 -1.876  -0.35
C -2.774 -2.887 0.968  -0.69
H -2.263 -1.031 1.931  -0.27
C -3.047 -3.652 2.277  -0.84
H -3.453 -3.264 0.187  0.18
H -1.748 -3.103 0.639  0.30
C -4.433 -3.352 2.865  -0.66
H -2.950 -4.730 2.092  0.42
H -2.275 -3.371 3.008  0.29
C -4.709 -1.846 2.962  -0.94
H -5.206 -3.827 2.241  0.30
H -4.510 -3.799 3.864  0.35
C -4.407 -1.083 1.657  -0.52
H -5.758 -1.682 3.252  0.39
H -4.086 -1.420 3.763  0.40
H -5.150 -1.375 0.895  0.19
H -4.553 -0.007 1.844  0.26
C -2.722 -0.312 -3.070  -0.38
H -2.506 -2.124 -1.953  0.73
C -2.977 -1.090 -4.362  -0.88
H -3.313 0.618 -3.066  0.51
H -1.664 -0.022 -3.024  -0.75
C -4.417 -1.615 -4.436  -0.76
H -2.750 -0.455 -5.228  0.45
H -2.279 -1.942 -4.408  0.36
C -4.868 -2.344 -3.164  -0.89
H -5.090 -0.765 -4.616  0.33
H -4.513 -2.289 -5.293  0.43
C -4.563 -1.579 -1.869  -0.38
H -5.941 -2.562 -3.207  0.42
H -4.351 -3.313 -3.113  0.37
H -5.190 -0.678 -1.798  0.17
H -4.799 -2.208 -0.998  0.17
C 1.005 0.207 -2.973  -1.11
C 0.597 -1.026 -2.220  1.18
H 0.211 0.849 -3.409  0.26
C 1.773 -2.026 -2.189  -0.61
H -0.331 -1.553 -2.552  -0.56
C 3.128 -1.369 -1.868  -0.30
H 1.582 -2.817 -1.474  0.48
H 1.906 -2.520 -3.177  0.25
C 3.491 -0.195 -2.789  -0.75
H 3.093 -0.995 -0.833  -0.07
H 3.959 -2.103 -1.923  0.36
C 2.311 0.848 -2.856  -0.51
H 4.405 0.312 -2.422  0.32
H 3.700 -0.553 -3.813  0.32
H 2.381 1.443 -1.924  0.17
H 2.500 1.531 -3.694  0.36
Br 2.444 0.730 1.064  -0.37

Cartesian forces (eV/Å) of the 2 atoms listed first:
Sn -0.0834 -0.2529 -0.3664
P 0.4167 -0.0552 0.0862

Among the records above, which one has the highest molar mass? C25H44O2P2Pb